*1*
The following is a quantum chemistry calculation of one molecule with the formula C6H11NS, from OMol25.

CARTESIAN COORDINATES (ANGSTROEM)
H (0.52438, 0.01391, 1.38969)
H (2.53871, -0.78854, 0.06126)
H (0.17852, -0.73840, -1.54590)
H (-1.32819, -2.23347, 0.60629)
N (-2.16196, 0.72630, -0.38479)
S (1.55463, 1.34189, -0.18790)
C (3.00305, 0.28110, 0.06859)
H (-2.35245, 2.72694, -0.53126)
C (0.29697, 0.22181, 0.43170)
H (0.18344, -2.87176, -0.00036)
H (3.53216, 0.41685, 0.96885)
H (-1.47052, 2.36285, 0.87030)
C (-0.23919, -0.97481, -0.66383)
C (-1.06025, 0.17412, -0.27298)
H (3.80692, 0.56685, -0.65656)
H (-1.00850, -2.92411, -1.03440)
H (-3.05031, 1.99902, 0.93736)
C (-2.29316, 2.05783, 0.19405)
C (-0.65425, -2.35837, -0.25013)

Computed properties:
Charge: 0
LUMO, eV: 0.9
SMILES: C/N=C1/[C@H](C)[C@H]1SC
Gap between HOMO and LUMO, eV: 9.429

Computed natural (NBO) charges, given in elementary charges: 0.22 0.23 0.22 0.22 -0.38 0.21 -0.76 0.20 -0.46 0.21 0.21 0.17 -0.24 0.32 0.23 0.22 0.20 -0.43 -0.61

---

*2*
The following is a quantum chemistry calculation of a 2-piece molecular cluster, C6H11NS overall, from OMol25.

CARTESIAN COORDINATES (ANGSTROEM)
C (-0.48886, -2.00763, -1.36508)
H (4.23138, 1.23877, 2.28940)
H (1.61166, 2.31665, 1.58909)
H (-2.39797, -1.08402, -1.15408)
H (3.63263, 2.82277, 2.79914)
H (-2.11825, -0.37863, 1.36876)
S (2.02467, 0.28007, 0.83778)
H (0.09769, 2.20083, -1.70627)
C (-1.39320, -0.99919, -0.68203)
C (-1.61260, -1.15355, 0.83697)
H (0.42192, -2.30892, -0.82497)
N (2.37236, 1.66355, 1.63852)
H (-1.97794, -2.16960, 0.97908)
C (-0.27771, 1.30059, -1.34188)
H (-1.12366, -2.89740, -1.40474)
H (-0.67311, -1.01255, 1.25611)
C (-0.82275, 0.30873, -0.91930)
H (-0.12485, -1.63167, -2.23425)
C (3.51241, 2.01763, 2.17387)

Computed properties:
Charge: 0
LUMO (spin up / spin down), eV: 0.0 / 0.0
SMILES: C=[NH+][S-].C#CC(C)C
Gap between HOMO and LUMO (spin up / spin down), eV: 7.876 / 7.874

Computed natural (NBO) charges, given in elementary charges: -0.58 0.19 0.41 0.22 0.18 0.22 -0.13 0.22 -0.30 -0.60 0.21 -0.53 0.20 -0.28 0.20 0.22 0.04 0.22 -0.12

---

Energies in kJ/mol, measured from the most stable structure: *1* 0.0; *2* 81.6.

---

*1*
The following is a quantum chemistry calculation of one molecule with the formula C6H11NS, from OMol25.

CARTESIAN COORDINATES (ANGSTROEM)
C (-0.61613, 0.80423, 0.28208)
H (1.45445, 1.36995, 0.90733)
C (0.83367, 0.55179, 0.70572)
H (0.88850, 0.84695, -1.48149)
H (-1.15704, -0.99189, 1.17022)
H (-0.23005, 2.75025, -0.47072)
H (-2.32351, -0.12046, 0.16917)
C (0.43339, -1.34241, -0.97148)
H (-0.54398, -1.79320, -0.93837)
C (1.31370, -1.92013, 0.14084)
H (-1.29794, 2.71032, 1.02903)
N (-1.59030, -0.01379, 0.88984)
S (1.11671, -0.95108, 1.61261)
H (2.36252, -2.05677, -0.17705)
H (0.85620, -1.62242, -1.97640)
C (-1.00809, 2.20575, 0.05358)
H (0.98155, -2.90901, 0.39089)
H (-1.91148, 2.24223, -0.65197)
C (0.43784, 0.23968, -0.68384)

Computed properties:
Charge: 0
LUMO, eV: 0.9
SMILES: C[C@@]1(N)[C@@H]2CCS[C@@H]21
Gap between HOMO and LUMO, eV: 9.144

Computed natural (NBO) charges, given in elementary charges: 0.11 0.23 -0.39 0.22 0.38 0.21 0.36 -0.41 0.21 -0.55 0.22 -0.83 0.24 0.21 0.22 -0.60 0.22 0.21 -0.25

---

*2*
The following is a quantum chemistry calculation of one molecule with the formula C6H11NS, from OMol25.

CARTESIAN COORDINATES (ANGSTROEM)
C (0.54951, -1.57477, 0.17906)
H (0.35153, -3.17600, -1.06754)
H (1.75454, 0.21449, 0.67624)
H (-0.41602, -1.95097, 0.41501)
H (-1.22068, 0.25985, -1.88464)
H (-1.18616, 0.31996, 1.26543)
H (-1.55346, -1.00944, -0.84041)
H (1.41636, -0.34878, -1.52152)
C (0.62077, -1.09286, -1.21317)
H (-1.21076, 2.60265, 2.17518)
S (-0.11046, 2.93999, 1.51718)
N (1.14759, -2.39115, -0.91453)
C (-0.26320, 1.86039, -0.00357)
H (0.70446, 1.89438, -0.61388)
C (0.91403, -0.32711, 0.94875)
C (-0.42054, 0.42046, 0.40036)
H (-1.11880, 2.24654, -0.43328)
H (0.79252, -0.50085, 2.02982)
C (-0.75123, -0.38678, -1.11449)

Computed properties:
Charge: 0
LUMO, eV: 0.8
SMILES: SCC1C[C@@H]2N[C@H]2C1
Gap between HOMO and LUMO, eV: 9.264

Computed natural (NBO) charges, given in elementary charges: -0.07 0.35 0.22 0.18 0.21 0.21 0.20 0.19 -0.13 0.12 -0.09 -0.53 -0.49 0.23 -0.41 -0.19 0.22 0.21 -0.41

---

*3*
The following is a quantum chemistry calculation of one molecule with the formula C6H11NS, from OMol25.

CARTESIAN COORDINATES (ANGSTROEM)
H (-1.76772, -1.03081, -1.59080)
H (-2.78711, -1.42780, -0.51935)
C (-0.73444, 0.70987, 0.60443)
H (1.01017, 0.30929, 1.68352)
H (2.03663, 1.87993, 0.47515)
C (0.49121, -0.18291, 0.79523)
H (0.95046, -1.97968, -0.51989)
S (2.96230, -0.46626, -0.12246)
C (-2.06722, 0.19627, 0.07719)
H (-2.75054, -0.02346, 0.90940)
H (2.22393, 1.70171, -1.49444)
H (1.60289, -1.97448, 1.29371)
H (-2.70916, 0.88744, -0.63844)
C (1.90798, 1.27184, -0.44921)
C (1.30465, -1.38990, 0.37621)
H (0.32909, 0.19269, -1.21416)
H (-0.74499, 1.63911, 1.22270)
C (0.51676, 0.74725, -0.30748)
N (-1.77489, -1.06009, -0.58132)

Computed properties:
Charge: 0
LUMO, eV: 0.8
SMILES: NCC1[C@H]2CSC[C@H]12
Gap between HOMO and LUMO, eV: 9.238

Computed natural (NBO) charges, given in elementary charges: 0.36 0.35 -0.16 0.20 0.21 -0.25 0.24 0.01 -0.23 0.20 0.24 0.23 0.18 -0.41 -0.45 0.19 0.23 -0.30 -0.83

---

Energies in kJ/mol, measured from the most stable structure: *1* 0.0; *2* 383.4; *3* 281.6.

---

*1*
The following is a quantum chemistry calculation of a 2-piece molecular cluster, CH3O2S overall, from OMol25.

CARTESIAN COORDINATES (ANGSTROEM)
O (-2.44716, 1.32154, -0.07237)
C (1.14630, 0.15168, -0.21279)
H (1.48365, -0.22901, -1.17137)
H (-0.33088, -0.27878, 1.57802)
O (-0.57636, -1.82642, -0.08866)
H (1.18115, 1.23846, -0.18903)
S (-0.45669, -0.37746, 0.15620)

Computed properties:
Charge: -1
LUMO (spin up / spin down), eV: 3.0 / 4.1
Gap between HOMO and LUMO (spin up / spin down), eV: 6.416 / 6.795

Computed natural (NBO) charges, given in elementary charges: -0.94 -0.79 0.19 0.02 -0.99 0.19 1.32

---

*2*
The following is a quantum chemistry calculation of a 2-piece molecular cluster, CH3O2S overall, from OMol25.

CARTESIAN COORDINATES (ANGSTROEM)
H (-0.13845, -1.70405, 0.17945)
O (-2.13867, -0.12961, -1.13083)
C (0.57085, 0.58601, 0.89454)
O (1.17226, -0.67095, -1.41162)
H (-0.31476, 0.90291, 1.45726)
H (0.74743, 1.49575, 0.43521)
S (0.10133, -0.48005, -0.42401)

Computed properties:
Charge: -1
LUMO (spin up / spin down), eV: 4.1 / 3.5
Gap between HOMO and LUMO (spin up / spin down), eV: 7.384 / 7.400

Computed natural (NBO) charges, given in elementary charges: 0.02 -0.91 -0.95 -0.96 0.20 0.18 1.42

---

Energies in kJ/mol, measured from the most stable structure: *1* 9.1; *2* 0.0.

---

*1*
The following is a quantum chemistry calculation of a 2-piece molecular cluster, C5H9NO3 overall, from OMol25.

CARTESIAN COORDINATES (ANGSTROEM)
C (-1.93179, -0.82855, -0.30941)
H (-0.65519, 2.56072, -2.23994)
O (-1.23885, 0.31965, -0.72500)
O (-0.11623, -0.59461, 2.69068)
C (1.80587, -0.34738, 1.48812)
H (-0.10804, -0.54214, -2.14996)
C (-0.44453, 0.41470, -1.78662)
N (0.73165, -1.15665, 2.07642)
H (-2.74595, -0.96162, -1.05354)
H (0.90043, 1.41844, 2.14924)
H (-1.19584, -1.72082, -0.35703)
H (2.65230, -0.99405, 1.07024)
O (0.83069, -2.36548, 1.84806)
H (-2.24415, -0.68813, 0.74828)
C (1.66454, 0.96432, 1.59703)
H (2.26478, 1.60573, 0.95764)
H (0.17353, 1.34568, -3.51562)
C (-0.34321, 1.57018, -2.48859)

Computed properties:
Charge: 0
LUMO, eV: -0.4
SMILES: C=C[N+](=O)[O-].C=COC
Gap between HOMO and LUMO, eV: 8.245

Computed natural (NBO) charges, given in elementary charges: -0.25 0.22 -0.54 -0.36 -0.14 0.17 0.15 0.51 0.18 0.23 0.17 0.25 -0.40 0.21 -0.31 0.22 0.20 -0.52

---

*2*
The following is a quantum chemistry calculation of one molecule with the formula C5H9NO3, from OMol25.

CARTESIAN COORDINATES (ANGSTROEM)
H (-2.07862, -0.47366, 1.22428)
C (-0.31968, -0.84711, -0.20834)
O (1.54448, 0.56434, -0.94293)
H (0.06820, 1.71122, -1.55744)
H (0.81205, 2.32537, -0.05723)
C (1.94429, -0.50077, -0.15194)
O (0.86817, -1.52752, 0.18619)
C (-0.41742, 0.57326, 0.36895)
H (-0.31215, -0.86409, -1.28960)
C (0.44693, 1.40945, -0.54553)
H (2.68374, -1.03279, -0.75627)
H (-0.45430, 1.15639, 2.40944)
O (-2.65846, -0.13208, -0.70813)
N (0.09070, 0.64045, 1.71912)
H (-2.22796, 0.07642, -1.54155)
H (2.34491, -0.22560, 0.78338)
C (-1.62809, -0.32011, 0.26600)
H (0.33967, -0.28262, 2.09533)

Computed properties:
Charge: 0
LUMO, eV: 0.8
SMILES: N[C@@]12COCO[C@H]1[C@@H]2O
Gap between HOMO and LUMO, eV: 9.922

Computed natural (NBO) charges, given in elementary charges: 0.21 0.05 -0.54 0.19 0.20 0.22 -0.54 -0.05 0.18 -0.06 0.18 0.38 -0.68 -0.86 0.47 0.16 0.12 0.38

---

Energies in kJ/mol, measured from the most stable structure: *1* 183.8; *2* 0.0.

---

*1*
The following is a quantum chemistry calculation of C5H9NO3 as an isolated structure, from OMol25.

CARTESIAN COORDINATES (ANGSTROEM)
H (1.88684, 1.66511, 1.82607)
H (-0.87453, -0.68980, 2.01970)
O (1.51226, 1.69685, 0.94435)
C (0.17751, -0.42079, -0.89412)
H (-1.58441, 1.06495, -0.69070)
C (-0.80014, -1.31254, -1.53546)
H (-0.19131, 1.60390, 1.74750)
C (-0.32903, 0.95979, -0.37829)
N (0.81861, -1.12042, 0.37752)
H (1.02776, -0.11793, -1.43044)
H (0.51118, -2.22472, 0.38355)
H (1.11572, -0.44853, 2.18679)
C (0.35929, -0.35066, 1.54994)
O (-0.99451, -2.37147, -1.22276)
H (-0.08515, 1.51836, -1.08132)
H (-1.26872, 0.23629, -2.31000)
C (0.25434, 1.06757, 1.06293)
O (-1.53570, -0.75594, -2.55526)

Computed properties:
Charge: 0
LUMO, eV: 0.5
Gap between HOMO and LUMO, eV: 9.749

Computed natural (NBO) charges, given in elementary charges: 0.47 0.14 -0.71 -0.22 0.18 0.77 0.18 -0.37 -0.63 0.24 0.40 0.20 -0.19 -0.53 0.19 0.47 0.07 -0.66

---

*2*
The following is a quantum chemistry calculation of a 2-piece molecular cluster, C5H9NO3 overall, from OMol25.

CARTESIAN COORDINATES (ANGSTROEM)
C (-2.30400, 1.15644, 0.43959)
C (-0.09652, 2.21089, -0.59099)
H (-2.82526, 0.51768, -0.27529)
H (-0.21769, -0.14758, -0.05956)
H (2.36922, -0.18148, 1.23444)
C (1.03760, -1.49649, 1.05317)
N (0.40449, -1.67722, -1.36439)
O (0.47090, -2.49660, 1.39791)
H (0.52362, 3.05557, -0.73868)
O (1.99867, -0.91096, 1.76482)
H (-2.91998, 2.03681, 0.63709)
H (1.24779, -2.02026, -1.80955)
H (-2.17632, 0.60906, 1.37446)
C (0.72784, -0.79368, -0.28243)
H (1.21208, 0.92099, -1.04653)
O (1.70761, 0.11198, -0.59449)
C (-1.01214, 1.56827, -0.09600)
H (-0.14789, -2.46343, -1.04358)

Computed properties:
Charge: 0
LUMO, eV: 0.6
SMILES: N[C@H](O)C(=O)O.C#CC
Gap between HOMO and LUMO, eV: 10.050

Computed natural (NBO) charges, given in elementary charges: -0.70 -0.35 0.25 0.18 0.51 0.75 -0.85 -0.59 0.26 -0.67 0.25 0.37 0.25 0.14 0.50 -0.74 0.04 0.38

---

*3*
The following is a quantum chemistry calculation of a 2-piece molecular cluster, C5H9NO3 overall, from OMol25.

CARTESIAN COORDINATES (ANGSTROEM)
C (-2.05616, -0.29452, 0.64416)
O (-1.18501, -1.34358, 0.52840)
C (1.08770, 1.37402, 0.93671)
H (-2.65050, 2.64768, -0.50723)
C (-2.53832, -1.55418, 0.10444)
H (-2.65265, -1.67653, -0.96953)
H (0.51321, 1.44527, 1.84455)
C (3.45297, -0.83742, -0.28174)
N (1.89713, 0.41691, 0.86473)
H (4.41211, -0.57320, -0.73162)
H (-3.75253, 1.15188, -0.76822)
H (2.97594, -1.63168, -0.86344)
H (3.60146, -1.18067, 0.74289)
H (0.93377, 2.12135, 0.16153)
C (-2.80459, 1.58494, -0.48286)
H (-3.11564, -2.23099, 0.71889)
O (2.64901, 0.32613, -0.29368)
O (-1.89166, 0.88293, 0.10129)

Computed properties:
Charge: 0
LUMO (spin up / spin down), eV: 0.3 / 0.5
Gap between HOMO and LUMO (spin up / spin down), eV: 8.174 / 8.661

Computed natural (NBO) charges, given in elementary charges: 0.44 -0.46 -0.14 0.17 -0.19 0.18 0.19 -0.25 -0.12 0.18 0.15 0.17 0.20 0.17 -0.08 0.19 -0.40 -0.41

---

Energies in kJ/mol, measured from the most stable structure: *1* 185.4; *2* 0.0; *3* 544.9.